Below is a 10-piece molecular cluster, C35H95N15O15 overall, with properties calculated with the ωB97M-V functional and the def2-TZVPD basis.

The geometry in XYZ format:
```
160
Properties=species:S:1:pos:R:3
C -4.75286 -1.29248 3.79111
H -4.31092 -3.13986 -6.51012
H -6.14938 -0.16533 1.75543
H -0.77474 -4.47955 4.78445
H 1.75275 3.61666 2.27358
H -0.69456 3.82367 1.06370
O 8.21181 -4.34072 -0.20045
C 0.07779 -5.77140 -2.79090
C -5.30266 -0.52608 5.03141
C 1.76147 -0.51169 2.55597
H 2.98831 1.31879 4.02978
C 7.66265 -3.46168 -1.19329
H -4.31255 4.05138 1.25359
O -1.36039 -0.00863 3.01962
H 0.72787 -5.02236 -2.33875
H 3.35585 5.14807 1.19025
H 0.32024 2.90565 -0.01560
C 3.21233 1.31441 2.96306
H -2.94276 3.55990 2.11223
H -0.07912 -5.29755 3.37481
C -4.88673 1.14441 0.90480
O 1.12016 6.51000 1.74571
N 2.63551 3.79279 2.73163
H -0.61568 4.66160 -7.54402
O -3.11230 -4.61483 -5.62319
H -1.76146 1.07570 -2.80921
H 1.73584 -1.79633 -1.32241
H -3.40853 -0.05511 2.77922
H 0.80414 -7.40606 -1.62243
C 3.59774 2.71008 2.43950
C 7.08071 -2.10963 -0.69832
C 5.59873 -1.07291 0.90615
H 10.12902 -3.60602 -0.42716
H -2.99968 -8.55430 -2.09067
C 2.53670 -1.06019 -1.25305
N -1.11692 -2.50620 3.90539
C -0.27684 1.87033 -3.93546
C -1.53933 5.82714 -2.29693
H 7.88257 -1.52965 -0.24143
C -0.64002 -3.38647 3.12674
H 6.22612 -3.07530 0.90136
H 8.49006 -3.04791 -1.76974
O -1.03686 -7.86120 -2.40666
H -1.25473 -1.56206 3.57418
H 5.11063 -1.22530 1.86877
H 2.47520 -1.30174 2.32251
H -1.15096 2.23693 0.50315
C -0.71517 3.18303 0.18208
O -4.20149 0.02696 5.76014
C -1.28789 5.39856 -7.10457
C -1.16817 -4.11068 -4.07905
O -1.23759 3.79314 -0.96942
H -4.91255 -0.56059 7.57610
C 4.42457 -0.45786 -0.02408
O -0.49408 -3.20700 1.93398
H 1.63750 5.96395 3.62356
H -0.30285 2.77305 4.04582
N 2.02785 -3.76560 0.66242
N -0.00989 0.60733 -4.30530
C -0.64768 5.02573 -1.29206
H -5.73258 -1.28439 5.68580
H -3.55392 6.44141 -3.68896
H 9.24684 -3.03270 1.02601
N -2.23096 1.36921 4.46740
N -1.23386 -5.17860 -3.03912
H -6.15339 0.09979 4.76191
C -2.55250 -3.67396 -4.70316
C 9.43922 -3.88197 0.37041
C -0.14091 -6.91217 -1.84841
H 3.88914 2.70357 1.38920
H -3.05292 0.78269 4.48912
H 0.02654 8.04945 0.83752
N -1.91227 5.11283 -3.52621
H 4.11050 -3.41992 -0.27964
O -2.33273 4.77752 -6.38219
N -1.27050 1.91327 -3.08764
H -0.67241 5.98961 -6.42636
H 1.10886 -3.82304 1.07744
H 0.87436 -0.80409 1.99414
C -1.22082 -1.13749 -0.97119
C -2.67324 6.14912 -4.26088
N -4.32674 -0.45165 2.63873
H -0.71859 -3.27320 -3.54557
H -4.13967 5.20676 -5.56965
H 0.33521 5.09053 -1.75880
H -1.93132 0.50107 -0.09449
H -2.67931 -7.12965 -1.29076
C -2.17194 -8.04409 -1.59813
H -1.88020 -5.87951 -3.37243
H 1.54030 -0.55428 3.62245
H 4.47594 2.95878 3.03533
C -5.34940 0.45200 2.16412
H 3.10074 -1.04148 -2.18559
H -3.61783 0.58436 7.73516
H -0.07018 8.22028 2.49073
H -1.15148 4.86379 -4.14206
H 4.09946 0.68643 2.88087
H -5.46329 -2.00484 3.37168
H -0.45671 -4.48793 -4.81363
N -0.20818 1.83439 3.68516
H -0.71738 -0.03473 -3.97768
H 3.99938 5.32426 2.83537
H -0.80107 -3.00255 -1.27949
H 0.85422 0.39823 -4.78454
H -1.17658 -2.77436 4.87732
N -0.37303 -4.46071 3.85796
C 2.73724 -4.82344 0.36192
C 2.13405 6.20327 2.68321
O 2.17328 0.79110 2.15028
H 2.03275 -0.15764 -0.90731
H -0.39155 -6.52527 -0.86069
C 0.63627 7.89384 1.72754
H -5.11741 -3.87654 -5.19381
H -4.53992 3.05236 2.70397
H -1.58145 -0.88783 0.97914
H -2.38143 -2.74252 -5.24286
H 0.64776 1.33746 3.48384
H 7.02094 -4.03283 -1.86418
H 6.77573 -1.51455 -1.55911
H 0.50561 -6.07023 -3.74786
H -5.72349 1.55801 0.34192
H -3.48463 6.56775 -6.25114
H 2.74196 7.09930 2.80841
N 3.87165 -4.39375 -0.15833
H -1.91612 -8.62847 -0.71430
H -1.10715 6.78251 -2.59457
O -3.79538 2.02970 1.03637
N 6.01106 -2.32630 0.25883
H -2.16139 7.10512 -4.37128
H -0.62565 5.63550 -0.38885
H 9.90680 -4.71526 0.89491
H -1.55739 2.78905 -2.67433
H 1.41671 8.65441 1.75106
C -4.35689 -4.07344 -5.94940
H 2.52975 -2.95609 0.32643
C 3.11222 5.08124 2.25057
O 2.42724 -5.98914 0.62880
H -0.86993 -2.51031 0.41202
H -3.13721 -3.54177 -3.79281
O 0.42300 2.80682 -4.15083
O -1.22240 -0.84751 -2.14184
C -3.17578 5.70830 -5.65611
H -4.48297 0.33468 0.29701
H -3.86768 -1.83522 4.12274
C -3.92749 3.19973 1.81441
H -5.65062 1.26359 2.82645
N -0.97220 -2.30316 -0.57121
H 4.00199 0.40725 0.48691
C -4.45340 0.30268 7.09438
H -2.19667 2.23205 4.99126
H 6.38285 -0.38261 1.21720
C -1.26328 1.03923 3.66764
H -5.04483 1.21806 7.07473
H -4.77804 -4.79649 -6.64794
H 4.36885 -5.11621 -0.65929
H -2.50581 6.11734 -1.88485
O 3.50326 -1.47191 -0.27794
N -1.58928 -0.43364 0.07707
H -1.70572 6.08673 -7.83937
H 4.96065 -0.01600 -0.86400
```

Electronic energy, Ha: -3340.3089
Gap between HOMO and LUMO, eV: 8.2
LUMO level, Ha: 0.001
E_HOMO, eV: -8.145
Energy relative to the best compared isomer or geometry (same formula, charge and spin), kJ/mol: 509.5


Below is C6H8LiMgO6 as an isolated structure, with properties calculated with the ωB97M-V functional and the def2-TZVPD basis.

The geometry in XYZ format:
```
22
Properties=species:S:1:pos:R:3
H -3.10265 2.22050 0.17495
C 1.77541 -1.06163 0.19314
H -3.83132 -0.62511 -0.63126
C -2.91356 1.34085 -0.47382
H 3.02773 1.37727 -1.01734
O -0.54269 -0.84582 1.17787
O -1.80721 -2.03358 -0.21968
H 4.25472 -0.04019 1.39539
C 3.87596 -0.14379 0.37319
C -1.66768 -1.08106 0.56787
Mg -0.25540 1.21599 0.83528
H 2.92491 1.79859 0.69004
H -3.39814 1.56054 -1.44538
C -3.62263 0.12882 0.14029
O -1.56226 1.05749 -0.62053
H -4.54785 0.39972 0.66248
O 1.63526 0.25768 -0.02988
O 3.04309 -1.33272 0.33780
C 2.91058 0.96052 -0.01284
Li 0.12221 -2.33183 -0.27090
O -2.73515 -0.44792 1.10508
H 4.69549 -0.28583 -0.33582
```

Electronic energy, Ha: -892.5025
<S²>: 0.750
Gap between HOMO and LUMO (alpha / beta), eV: 4.8 / 8.1
LUMO level (alpha / beta), Ha: -0.006 / -0.007
E_HOMO (alpha / beta), eV: -4.981 / -8.321
Energy relative to the best compared isomer or geometry (same formula, charge and spin), kJ/mol: 63.4
Multiplicity: 2


Below is an isolated ion of composition C8H16N3S and charge +1, with properties calculated with the ωB97M-V functional and the def2-TZVPD basis.

The geometry in XYZ format:
```
28
Properties=species:S:1:pos:R:3
H -2.25263 1.65013 2.75052
H 0.13612 2.70692 -1.54192
N -0.63686 2.65942 2.18650
C -0.21913 0.76581 -0.38561
H 1.12406 -1.97797 1.05559
H -2.35527 1.12090 -1.12840
C -1.22385 1.55580 2.93050
H -0.52844 -2.86552 -1.68392
N -0.27839 -0.66657 -0.53690
H 2.53319 -2.45867 0.02372
N 0.16564 2.46132 1.35976
C -1.47163 1.50655 -0.74920
C 0.42446 1.09573 0.93063
H -1.06158 1.92500 3.98152
S -0.43100 0.10688 2.33054
C 1.73552 -1.72111 0.25652
H -0.44964 -0.98456 0.39874
H 1.50493 1.08114 1.01180
C 0.55009 -2.77471 -1.75369
H -1.29712 -0.77768 -1.04497
H -0.29737 1.28426 -2.62005
H 2.13873 -0.88240 0.78877
H 0.91530 -3.72842 -1.34124
H 1.47907 -0.88440 -1.84875
H -1.63928 2.31686 0.05745
C -0.25576 1.74678 -1.55226
H 0.76511 -2.79177 -2.81202
C 0.92571 -1.46972 -1.06362
```

Electronic energy, Ha: -876.4920
Gap between HOMO and LUMO, eV: 9.9
LUMO level, Ha: -0.108
Total charge: +1
E_HOMO, eV: -12.861
Energy relative to the best compared isomer or geometry (same formula, charge and spin), kJ/mol: 271.0